1.
4 unconnected molecules or ions with the total composition C5H18BIO6P. Source: OMol25; level of theory: ωB97M-V with the def2-TZVPD basis set.

CARTESIAN COORDINATES (ANGSTROEM)
O  2.5840  2.9483  0.7142
P  1.6848  1.5875  0.9871
I  3.2101  -0.2148  -0.0365
B  0.4985  1.6884  -0.6736
O  0.0841  0.3461  -1.0956
C  -1.3327  0.2561  -1.0311
C  -1.7879  1.4993  -0.2452
O  -0.7160  2.4168  -0.3291
H  2.4619  3.2365  -0.2129
H  1.2251  2.3022  -1.4796
H  -1.7358  0.2449  -2.0531
H  -1.6220  -0.6674  -0.5197
H  -2.6994  1.9262  -0.6877
H  -2.0002  1.2682  0.8059
C  -1.4167  1.0907  4.0083
O  -2.5542  0.7406  3.2398
H  -0.5485  0.9050  3.3777
H  -1.4167  2.1483  4.2886
H  -1.3248  0.4815  4.9132
H  -3.3563  0.8899  3.7479
C  0.3619  -3.3922  0.4007
O  0.0910  -2.1443  1.0014
H  -0.4547  -4.0665  0.6652
H  0.4114  -3.3204  -0.6910
H  1.2987  -3.8338  0.7603
H  0.8175  -1.5513  0.7585
C  1.5972  -1.1498  -3.7125
O  0.5159  -1.5515  -2.9035
H  1.5824  -1.7757  -4.6084
H  1.5186  -0.1019  -4.0238
H  2.5672  -1.2758  -3.2188
H  0.4558  -0.9312  -2.1465

Results
DFT total energy in eV: -35830.99730
Max |F| in eV/Å: 0.39
Net charge: -1
HOMO level in hartree: -0.1500

Listed below, in e, are the Löwdin charges computed for each atom: atom 1 (O): -0.4883, atom 2 (P): 0.5857, atom 3 (I): 0.3088, atom 4 (B): -0.9767, atom 5 (O): -0.1987, atom 6 (C): -0.1715, atom 7 (C): -0.1867, atom 8 (O): -0.0943, atom 9 (H): 0.0151, atom 10 (H): 0.0769, atom 11 (H): 0.1192, atom 12 (H): 0.1151, atom 13 (H): 0.1126, atom 14 (H): 0.0983, atom 15 (C): -0.1614, atom 16 (O): -0.1293, atom 17 (H): 0.0568, atom 18 (H): 0.0743, atom 19 (H): 0.0708, atom 20 (H): 0.0677, atom 21 (C): -0.1790, atom 22 (O): -0.1540, atom 23 (H): 0.0703, atom 24 (H): 0.0693, atom 25 (H): 0.0707, atom 26 (H): -0.0256, atom 27 (C): -0.1949, atom 28 (O): -0.1547, atom 29 (H): 0.0646, atom 30 (H): 0.0767, atom 31 (H): 0.0433, atom 32 (H): 0.0192

=====

2.
10 unconnected molecules or ions with the total composition C30H36B3F9O30. Source: OMol25; level of theory: ωB97M-V with the def2-TZVPD basis set.

CARTESIAN COORDINATES (ANGSTROEM)
O  2.2383  7.1908  0.3399
C  2.7163  6.5307  -0.5189
O  2.3000  6.5123  -1.8074
C  3.2136  5.7135  -2.5668
C  3.8259  4.8387  -1.4950
F  5.1219  4.5384  -1.7527
O  3.7587  5.6701  -0.3485
H  3.9690  6.3549  -3.0233
H  2.6882  5.1564  -3.3373
H  3.2753  3.9156  -1.3051
O  3.1927  3.0367  -6.5577
C  2.4934  2.1779  -6.9801
O  1.4174  1.6728  -6.3348
C  0.7475  0.7631  -7.2118
C  1.8596  0.3843  -8.1635
F  1.4041  0.1394  -9.4173
O  2.6647  1.5509  -8.1759
H  -0.0614  1.2792  -7.7319
H  0.3528  -0.0833  -6.6569
H  2.4614  -0.4619  -7.8305
O  1.3680  -2.5862  -6.6050
C  1.5682  -3.2665  -5.6476
O  0.7033  -3.4292  -4.6316
C  1.2192  -4.4472  -3.7596
C  2.6965  -4.4062  -4.0822
F  3.2793  -5.6232  -3.9979
O  2.6982  -3.9831  -5.4402
H  0.7831  -5.4083  -4.0313
H  0.9814  -4.2220  -2.7256
H  3.2758  -3.6962  -3.4894
O  -1.1551  0.1176  1.4790
C  -1.8102  0.2150  2.4628
O  -1.4840  -0.3105  3.6630
C  -2.4248  0.1690  4.6341
C  -3.6145  0.5174  3.7639
F  -4.3179  1.5707  4.2341
O  -2.9965  0.8756  2.5391
H  -2.0206  1.0480  5.1282
H  -2.6343  -0.6031  5.3703
H  -4.3042  -0.3095  3.5825
O  -2.6286  2.6747  6.6624
C  -2.4205  2.0493  7.6535
O  -3.1650  2.1160  8.7737
C  -2.6960  1.1133  9.6850
C  -1.2819  0.8796  9.1948
F  -0.8952  -0.4075  9.3421
O  -1.3987  1.1728  7.8059
H  -3.3008  0.2121  9.5740
H  -2.7518  1.4731  10.7076
H  -0.5288  1.5341  9.6346
O  -1.0474  -4.9156  -1.5758
C  -1.7454  -5.7574  -2.0335
O  -2.8398  -6.2710  -1.4325
C  -3.5002  -7.1372  -2.3613
C  -2.3773  -7.4988  -3.3111
F  -2.8073  -7.6677  -4.5786
O  -1.5493  -6.3479  -3.2450
H  -4.2829  -6.5841  -2.8821
H  -3.9304  -7.9904  -1.8455
H  -1.7937  -8.3724  -3.0156
O  1.6484  2.1012  10.6418
C  2.3343  1.4587  9.9181
O  3.6616  1.2665  10.0611
C  4.0856  0.3130  9.0801
C  2.9973  0.4308  8.0322
F  2.7378  -0.7465  7.4224
O  1.8768  0.8123  8.8124
H  4.0906  -0.6849  9.5204
H  5.0772  0.5609  8.7136
H  3.1770  1.1920  7.2714
O  -6.2229  7.3750  7.8650
C  -5.5714  6.7649  7.0873
O  -4.3840  6.1766  7.3598
C  -3.9883  5.4045  6.2183
C  -4.7604  6.0804  5.1063
F  -5.1437  5.2123  4.1400
O  -5.9078  6.5628  5.7814
H  -4.3044  4.3724  6.3475
H  -2.9111  5.4386  6.0889
H  -4.2459  6.9208  4.6365
O  -0.2352  -7.7864  -8.5884
C  0.1526  -6.7368  -8.9740
O  -0.5241  -5.5693  -8.8613
C  0.3344  -4.5072  -9.2920
C  1.3143  -5.2392  -10.1833
F  2.5553  -4.7017  -10.1399
O  1.3438  -6.5308  -9.6036
H  0.8421  -4.0707  -8.4315
H  -0.2352  -3.7396  -9.8081
H  1.0065  -5.3249  -11.2271
C  0.4089  2.5389  0.4467
C  1.5102  1.4518  0.6367
B  1.8932  0.8815  -0.7623
O  2.2706  1.7074  -1.8296
B  1.7226  1.3787  -3.0542
O  1.3232  0.0801  -3.3339
B  0.9368  -0.6187  -2.1850
C  -0.3943  -1.4235  -2.0431
O  1.7674  -0.4786  -1.0667
H  -0.2415  2.5553  1.3170
H  0.9008  3.5038  0.3338
H  -0.2216  2.3313  -0.4181
H  2.3576  1.8556  1.1939
H  1.1029  0.6207  1.2076
H  1.5226  2.2346  -3.8489
H  -0.7464  -1.8978  -2.9579
H  -1.1611  -0.7269  -1.6889
H  -0.2624  -2.1772  -1.2660

Results
DFT total energy in eV: -119614.01456
Max |F| in eV/Å: 1.21
SMILES: O=C1OC[C@@H](F)O1.O=C1OC[C@@H](F)O1.O=C1OC[C@@H](F)O1.O=C1OC[C@@H](F)O1.O=C1OC[C@@H](F)O1.O=C1OC[C@@H](F)O1.O=C1OC[C@@H](F)O1.O=C1OC[C@@H](F)O1.O=C1OC[C@@H](F)O1.CCB1OBOB(C)O1
HOMO level in hartree: -0.3940

Atomic partial charges in e from the Löwdin method, atoms 1 to 99: atom 1 (O): 0.1770, atom 2 (C): -0.5562, atom 3 (O): 0.0721, atom 4 (C): -0.0401, atom 5 (C): -0.3074, atom 6 (F): 0.0779, atom 7 (O): 0.1289, atom 8 (H): 0.1450, atom 9 (H): 0.1397, atom 10 (H): 0.1559, atom 11 (O): 0.1748, atom 12 (C): -0.5511, atom 13 (O): 0.0481, atom 14 (C): -0.0415, atom 15 (C): -0.3114, atom 16 (F): 0.0733, atom 17 (O): 0.1357, atom 18 (H): 0.1453, atom 19 (H): 0.1297, atom 20 (H): 0.1626, atom 21 (O): 0.1509, atom 22 (C): -0.5427, atom 23 (O): 0.0782, atom 24 (C): -0.0385, atom 25 (C): -0.2951, atom 26 (F): 0.0847, atom 27 (O): 0.1443, atom 28 (H): 0.1385, atom 29 (H): 0.1239, atom 30 (H): 0.1760, atom 31 (O): 0.1723, atom 32 (C): -0.5379, atom 33 (O): 0.0831, atom 34 (C): -0.0434, atom 35 (C): -0.3064, atom 36 (F): 0.0827, atom 37 (O): 0.1396, atom 38 (H): 0.1166, atom 39 (H): 0.1435, atom 40 (H): 0.1725, atom 41 (O): 0.1539, atom 42 (C): -0.5434, atom 43 (O): 0.0876, atom 44 (C): -0.0322, atom 45 (C): -0.3051, atom 46 (F): 0.0839, atom 47 (O): 0.1298, atom 48 (H): 0.1451, atom 49 (H): 0.1440, atom 50 (H): 0.1504, atom 51 (O): 0.1743, atom 52 (C): -0.5391, atom 53 (O): 0.0808, atom 54 (C): -0.0430, atom 55 (C): -0.3095, atom 56 (F): 0.0889, atom 57 (O): 0.1197, atom 58 (H): 0.1466, atom 59 (H): 0.1409, atom 60 (H): 0.1751, atom 61 (O): 0.1770, atom 62 (C): -0.5486, atom 63 (O): 0.0829, atom 64 (C): -0.0408, atom 65 (C): -0.3049, atom 66 (F): 0.0852, atom 67 (O): 0.1151, atom 68 (H): 0.1463, atom 69 (H): 0.1414, atom 70 (H): 0.1759, atom 71 (O): 0.1797, atom 72 (C): -0.5533, atom 73 (O): 0.0729, atom 74 (C): -0.0568, atom 75 (C): -0.3117, atom 76 (F): 0.0761, atom 77 (O): 0.1306, atom 78 (H): 0.1243, atom 79 (H): 0.1380, atom 80 (H): 0.1720, atom 81 (O): 0.1802, atom 82 (C): -0.5528, atom 83 (O): 0.0718, atom 84 (C): -0.0438, atom 85 (C): -0.3126, atom 86 (F): 0.0794, atom 87 (O): 0.1321, atom 88 (H): 0.1183, atom 89 (H): 0.1423, atom 90 (H): 0.1718, atom 91 (C): -0.0710, atom 92 (C): -0.0962, atom 93 (B): -0.5323, atom 94 (O): 0.2314, atom 95 (B): -0.3323, atom 96 (O): 0.2454, atom 97 (B): -0.5638, atom 98 (C): 0.0542, atom 99 (O): 0.2773

=====

3.
A single C19H22ClN3O3S molecule. Source: OMol25; level of theory: ωB97M-V with the def2-TZVPD basis set.

CARTESIAN COORDINATES (ANGSTROEM)
C  2.3315  1.9524  4.5364
O  2.5288  2.1272  3.1511
C  2.1935  1.1784  2.2391
C  2.4766  1.5587  0.9208
C  2.1878  0.7676  -0.1666
C  1.5841  -0.4710  0.0328
N  1.1991  -1.3165  -1.0099
C  1.2208  -1.0680  -2.3481
O  1.7515  -0.1135  -2.8684
C  0.4617  -2.1222  -3.1602
N  -0.9450  -1.7296  -3.2376
C  -1.3974  -1.4923  -4.5926
C  -1.8212  -2.5826  -2.4592
C  -1.7065  -2.2427  -0.9720
O  -1.5318  -3.0856  -0.1159
N  -1.8124  -0.9096  -0.7610
C  -1.6939  -0.2167  0.4494
C  -1.9869  -0.8212  1.6640
C  -1.8761  -0.1092  2.8453
C  -1.4737  1.2128  2.8184
C  -1.1796  1.8282  1.6137
C  -1.2843  1.1261  0.4243
S  -0.9224  1.8411  -1.1572
C  -0.1869  3.4444  -0.7545
C  1.3220  -0.8833  1.3322
C  1.6189  -0.0798  2.4227
Cl  1.2186  -0.7658  3.9696
H  1.2766  1.8123  4.7818
H  2.9145  1.1165  4.9286
H  2.6860  2.8794  4.9873
H  2.9465  2.5213  0.7877
H  2.4105  1.1006  -1.1661
H  0.7402  -2.1633  -0.7005
H  0.9007  -2.1459  -4.1605
H  0.5754  -3.1140  -2.7066
H  -0.7483  -0.7462  -5.0468
H  -1.3934  -2.3989  -5.2149
H  -2.4099  -1.0917  -4.5653
H  -1.6181  -3.6580  -2.5883
H  -2.8561  -2.3952  -2.7578
H  -1.7834  -0.3408  -1.6001
H  -2.2939  -1.8537  1.6743
H  -2.1064  -0.5901  3.7833
H  -1.3887  1.7769  3.7351
H  -0.8687  2.8600  1.6153
H  0.6459  3.2976  -0.0732
H  -0.9371  4.1108  -0.3377
H  0.1716  3.8379  -1.7010
H  0.8591  -1.8429  1.5088

Results
DFT total energy in eV: -54031.09339
Max |F| in eV/Å: 0.58
SMILES: COc1ccc(NC(=O)CN(C)CC(=O)Nc2ccccc2SC)cc1Cl
HOMO level in hartree: -0.2873
Relative energy (zero: lowest compared OMol25 entry of this formula, charge and spin) in kcal per mole: 7.1

Listed below, in e, are the Löwdin charges computed for each atom: atom 1 (C): -0.1197, atom 2 (O): -0.0872, atom 3 (C): -0.2910, atom 4 (C): -0.0079, atom 5 (C): -0.0217, atom 6 (C): -0.2300, atom 7 (N): 0.1481, atom 8 (C): -0.4479, atom 9 (O): 0.0665, atom 10 (C): -0.0850, atom 11 (N): -0.2214, atom 12 (C): -0.0788, atom 13 (C): -0.1079, atom 14 (C): -0.4719, atom 15 (O): 0.0655, atom 16 (N): 0.1213, atom 17 (C): -0.2575, atom 18 (C): -0.0186, atom 19 (C): -0.1060, atom 20 (C): -0.1010, atom 21 (C): -0.0918, atom 22 (C): -0.4502, atom 23 (S): 0.9335, atom 24 (C): -0.3645, atom 25 (C): -0.0571, atom 26 (C): -0.5462, atom 27 (Cl): 0.7412, atom 28 (H): 0.0658, atom 29 (H): 0.0738, atom 30 (H): 0.0930, atom 31 (H): 0.1243, atom 32 (H): 0.1051, atom 33 (H): 0.1261, atom 34 (H): 0.1276, atom 35 (H): 0.1289, atom 36 (H): 0.0915, atom 37 (H): 0.0913, atom 38 (H): 0.0863, atom 39 (H): 0.1329, atom 40 (H): 0.1318, atom 41 (H): 0.0811, atom 42 (H): 0.1097, atom 43 (H): 0.1030, atom 44 (H): 0.1047, atom 45 (H): 0.0973, atom 46 (H): 0.0203, atom 47 (H): 0.0392, atom 48 (H): 0.0387, atom 49 (H): 0.1149

=====

4.
2 unconnected molecules or ions with the total composition C3H8N2O. Source: OMol25; level of theory: ωB97M-V with the def2-TZVPD basis set.

CARTESIAN COORDINATES (ANGSTROEM)
H  -4.8280  -1.2822  -0.4960
N  -4.8903  -1.9759  0.2249
C  -3.7636  -2.5509  0.3852
N  -3.5875  -3.4685  1.3766
H  -2.9922  -2.5024  -0.3881
H  -2.7539  -3.6472  1.8859
H  -4.4743  -3.7874  1.7478
C  2.9231  2.7750  -0.9964
C  4.3435  3.0673  -0.6201
O  5.1579  2.2058  -0.3968
H  2.3259  3.6843  -1.0780
H  2.6470  2.1213  -0.1670
H  2.7900  2.3395  -1.9858
H  4.6042  4.1253  -0.4278

Results
DFT total energy in eV: -8267.29583
Max |F| in eV/Å: 1.35
SMILES: [H]/N=C/N.CC=O
HOMO level in hartree: -0.3418
Relative energy (zero: lowest compared OMol25 entry of this formula, charge and spin) in kcal per mole: 46.8

Listed below, in e, are the Löwdin charges computed for each atom: atom 1 (H): 0.0171, atom 2 (N): 0.0490, atom 3 (C): -0.4019, atom 4 (N): 0.0577, atom 5 (H): 0.1112, atom 6 (H): 0.0753, atom 7 (H): 0.0916, atom 8 (C): -0.0579, atom 9 (C): -0.3299, atom 10 (O): 0.0342, atom 11 (H): 0.0704, atom 12 (H): 0.0885, atom 13 (H): 0.0821, atom 14 (H): 0.1126